{"formula": "C9H52NO18", "method": "ωB97M-V/def2-TZVPD", "species": ["C", "C", "C", "C", "C", "C", "N", "O", "C", "C", "C", "H", "H", "H", "H", "H", "H", "H", "H", "H", "H", "H", "H", "H", "H", "H", "H", "H", "H", "O", "H", "H", "O", "H", "H", "O", "H", "H", "O", "H", "H", "O", "H", "H", "O", "H", "H", "O", "H", "H", "O", "H", "H", "O", "H", "H", "O", "H", "H", "O", "H", "H", "O", "H", "H", "O", "H", "H", "O", "H", "H", "O", "H", "H", "O", "H", "H", "O", "H", "H"], "xyz": [[0.553, -2.078, -0.314], [-0.797, -1.367, -0.235], [-1.532, -1.723, 1.057], [-0.853, -1.028, 2.251], [-0.914, 0.482, 2.050], [-0.273, 0.949, 0.729], [-0.730, 0.080, -0.350], [-0.379, 0.506, -1.643], [1.244, 0.977, 0.911], [-0.857, 2.346, 0.499], [-1.674, -1.897, -1.378], [1.204, -1.665, -1.080], [0.413, -3.123, -0.631], [1.101, -2.143, 0.627], [-1.323, -2.774, 1.280], [-2.576, -1.419, 1.002], [0.144, -1.454, 2.396], [-1.424, -1.297, 3.149], [-0.449, 1.000, 2.896], [-1.982, 0.712, 2.130], [1.678, -0.023, 0.992], [1.603, 1.538, 1.782], [1.740, 1.418, 0.036], [-0.308, 2.951, -0.234], [-0.877, 2.894, 1.439], [-1.828, 2.287, 0.014], [-1.851, -2.957, -1.166], [-1.110, -1.866, -2.315], [-2.575, -1.314, -1.559], [-2.865, -4.241, -3.466], [-3.336, -3.884, -2.705], [-3.476, -4.147, -4.202], [4.611, 2.696, 1.783], [4.358, 1.768, 1.847], [5.109, 2.757, 0.962], [-0.474, -5.433, -2.439], [-0.963, -4.685, -2.822], [0.452, -5.172, -2.470], [0.887, 2.879, -2.593], [0.648, 2.024, -2.163], [1.794, 3.038, -2.314], [-1.140, -5.561, 0.203], [-2.094, -5.480, 0.284], [-0.962, -5.574, -0.765], [2.579, 0.013, -2.539], [1.761, -0.166, -2.031], [2.276, 0.016, -3.449], [-1.631, 4.011, 3.691], [-1.482, 3.159, 3.271], [-0.938, 4.585, 3.318], [-3.044, 1.798, -2.185], [-2.347, 1.350, -1.672], [-2.535, 2.334, -2.800], [-0.613, -2.902, -5.521], [0.199, -3.340, -5.253], [-0.633, -2.076, -5.001], [2.434, 3.429, 3.856], [2.754, 2.523, 3.841], [2.151, 3.609, 2.953], [-4.814, 0.279, 2.405], [-4.489, 1.183, 2.468], [-4.111, -0.257, 2.788], [0.883, 5.382, -0.995], [1.574, 5.221, -0.343], [1.117, 4.801, -1.733], [2.712, -4.561, 1.114], [2.195, -4.399, 0.318], [3.349, -3.838, 1.131], [4.396, -0.203, -0.189], [3.820, 0.017, -0.938], [4.777, 0.638, 0.075], [-0.448, -0.263, -4.387], [-0.687, -0.016, -3.468], [0.464, 0.020, -4.478], [-0.599, 0.490, 5.564], [0.286, 0.539, 5.190], [-0.756, -0.451, 5.693], [0.441, 5.168, 2.284], [0.270, 4.844, 1.385], [0.771, 6.065, 2.164]], "charge": -1, "max_force_ev_per_a": 2.08, "homo_energy_ev": -3.9, "lumo_ev": 1.800, "gap_ha": 0.2108, "total_energy_ev": -48523.40714}